23
Properties=species:S:1:pos:R:3:forces:R:3 method="wB97M-V/def2-TZVPD" homo_ev="-4.682 / -9.501" de_lowest_kcal_mol=0.0 multiplicity=3 s2=2.03
C -1.68018 -2.25130 0.11906 3.173 -2.530 3.981
C -2.32071 -1.33573 -0.65144 0.780 4.425 -2.706
C -0.43803 -1.95508 0.70696 -3.087 -1.672 -0.946
C -1.72057 -0.16641 -1.13118 0.256 -0.569 0.685
C 0.10819 -0.78021 0.35987 2.702 1.591 0.399
C -0.48662 0.09851 -0.58118 -0.680 2.321 -2.015
C 1.52609 1.05400 -0.09579 1.496 0.054 1.115
C 1.43136 -0.24462 0.68688 -1.599 -0.222 -0.207
C 1.52179 0.09022 2.12872 2.744 1.374 0.910
C -0.00802 2.32441 -1.56804 -3.193 -0.438 -1.508
N 0.32898 1.18712 -0.76269 -0.930 -0.410 -0.644
O 2.41707 1.89221 0.01712 -1.084 -0.642 -0.713
Cl 2.56373 -1.63924 0.28822 1.380 -0.039 -0.321
H -2.14675 -3.17189 0.44611 -0.153 -0.046 -0.362
H -3.24314 -1.39439 -1.01864 -3.816 -1.214 -1.053
H 0.04796 -2.65216 1.32740 0.507 -0.672 0.655
H -2.18240 0.50142 -1.84527 -0.208 -0.121 0.110
H 2.52294 0.73515 2.16554 -2.251 -0.973 0.552
H 1.79630 -0.86352 2.62638 -0.924 0.793 0.502
H 0.57726 0.69006 2.41352 1.751 -1.149 0.121
H 0.52198 3.21652 -1.42721 1.031 0.844 0.831
H -0.01749 2.12412 -2.62784 1.082 -0.620 -0.595
H -1.11974 2.54080 -1.57650 1.023 -0.086 1.207